# 1
{"formula": "C18H10Br2ClIMgN2O9P2", "method": "ωB97M-V/def2-TZVPD", "elements": ["Mg", "Cl", "C", "C", "C", "I", "C", "O", "C", "N", "C", "C", "C", "C", "H", "H", "H", "H", "O", "P", "O", "O", "O", "P", "O", "O", "O", "H", "H", "Br", "C", "C", "C", "Br", "C", "C", "C", "C", "N", "C", "C", "O", "H", "H", "H", "H"], "positions_angstrom": [[-0.32012, -0.09388, -0.69222], [-3.24369, -3.40444, 4.74329], [-2.13748, -2.84022, 3.49633], [-0.94750, -3.48633, 3.31360], [-0.04558, -3.06441, 2.33109], [1.76992, -4.06004, 2.09399], [-0.28809, -1.97060, 1.47671], [0.48473, -1.56307, 0.56979], [-1.54818, -1.26815, 1.74943], [-1.74897, -0.14374, 1.00955], [-2.86389, 0.53049, 1.15292], [-3.88152, 0.11491, 2.03006], [-3.68772, -0.99005, 2.80773], [-2.47723, -1.71225, 2.71172], [-0.70131, -4.33480, 3.93811], [-2.96482, 1.42118, 0.54597], [-4.80787, 0.67237, 2.07339], [-4.45252, -1.32729, 3.49529], [-3.21486, 0.83706, -1.93288], [-1.88263, 1.69191, -2.34671], [-2.30523, 2.96558, -2.94990], [-0.92716, 1.71684, -1.16294], [-1.15818, 0.69611, -3.46963], [-1.22386, -0.93389, -3.35477], [-2.69995, -1.25205, -3.98842], [-0.22984, -1.61138, -4.20157], [-1.41331, -1.25877, -1.86424], [-2.93291, -0.08310, -1.77377], [-2.53644, -1.44281, -4.92007], [3.09617, -0.07113, -4.39244], [3.29614, 0.70083, -2.67869], [4.46440, 1.40747, -2.38378], [4.65759, 1.96975, -1.15186], [6.30012, 2.89458, -0.81056], [3.66857, 1.87600, -0.14653], [3.77194, 2.40621, 1.15879], [2.73391, 2.25909, 2.03342], [1.57193, 1.59121, 1.60906], [1.45149, 1.07319, 0.41589], [2.47532, 1.18389, -0.46255], [2.26038, 0.51890, -1.74805], [1.21909, -0.16469, -1.94264], [5.22514, 1.49784, -3.14732], [4.67978, 2.91681, 1.45264], [2.79698, 2.64847, 3.04181], [0.71727, 1.48642, 2.27094]], "lumo_ha": 0.14102, "total_charge": -2, "fmax_ha_per_bohr": 0.0290, "homo_ev": -2.2934, "homo_lumo_gap_ev": 6.131}

---

# 2
{"formula": "C5H8O", "method": "ωB97M-V/def2-TZVPD", "elements": ["O", "C", "C", "C", "C", "C", "H", "H", "H", "H", "H", "H", "H", "H"], "positions_angstrom": [[1.54038, -1.64755, 0.37277], [0.69108, -0.62514, 0.06956], [-0.79696, -0.85252, 0.16159], [-1.22528, 0.54366, -0.23593], [-0.22447, 1.43512, 0.22873], [0.95371, 0.72948, 0.37159], [2.22599, -1.29683, 0.95854], [0.27444, -0.27430, -1.53088], [-1.14097, -1.63105, -0.52390], [-1.07747, -1.11052, 1.18919], [-0.59231, 0.25369, -1.49615], [-2.27327, 0.81700, -0.30981], [-0.30555, 2.51667, 0.23977], [1.95069, 1.14227, 0.50494]], "lumo_ha": 0.03248, "total_charge": 0, "fmax_ha_per_bohr": 0.0072, "homo_ev": -8.7239, "e_above_lowest_kj_mol": 343.6, "homo_lumo_gap_ev": 9.608}

---

# 3
{"formula": "C4H8N3", "method": "ωB97M-V/def2-TZVPD", "elements": ["C", "C", "C", "C", "N", "N", "N", "H", "H", "H", "H", "H", "H", "H", "H"], "positions_angstrom": [[1.18755, -0.71943, 0.00280], [3.19387, 0.64557, 0.08887], [-1.23062, -0.98776, 0.51019], [-1.94020, 0.49243, 0.05231], [2.12714, -0.05056, 0.33071], [0.01162, -1.23107, -0.23901], [-1.06444, 1.50007, -0.13180], [3.88362, 1.16435, 0.72495], [3.33659, 0.80782, -0.98716], [-1.10381, -1.22261, 1.66355], [-1.90386, -1.63400, 0.07376], [-2.54943, 0.27435, -0.76593], [-2.69579, 0.52390, 0.83886], [0.00699, -1.62073, -1.17856], [-1.25924, 2.05767, -0.98354]], "lumo_ha": [-0.20364, -0.17186], "total_charge": 1, "fmax_ha_per_bohr": 0.0743, "homo_ev": [-13.7502, -12.9203], "e_above_lowest_kj_mol": 716.5, "homo_lumo_gap_ev": [8.209, 8.244]}